{"formula": "C2H3Cl2F2N", "method": "the ωB97M-V functional and the def2-TZVPD basis", "elements": ["C", "C", "N", "F", "F", "Cl", "Cl", "H", "H", "H"], "positions_angstrom": [[-1.48, -0.18, -0.07], [-0.09, 0.34, 0.21], [0.71, 0.33, -0.96], [-0.14, 1.60, 0.76], [0.49, -0.42, 1.20], [2.28, 0.49, -0.69], [3.65, -1.26, -0.06], [-2.02, 0.54, -0.67], [-1.40, -1.12, -0.60], [-1.99, -0.33, 0.88]], "lowdin_charge": [0.01, -0.75, -0.30, 0.06, 0.04, 0.69, -0.02, 0.09, 0.09, 0.09], "lumo_energy_ev": [-2.511, -2.701], "energy_ha": -1252.751696, "charge": 0, "e_above_lowest_kcal_mol": 27.5}